Entry 1:
{"formula": "C24H46ClNaO28", "method": "wB97M-V/def2-TZVPD", "symbols": ["Na", "Cl", "O", "O", "O", "O", "C", "C", "O", "C", "O", "O", "H", "H", "H", "H", "C", "O", "C", "O", "O", "C", "H", "H", "H", "H", "H", "H", "C", "O", "C", "O", "O", "C", "H", "H", "H", "H", "H", "H", "C", "O", "C", "O", "O", "C", "H", "H", "H", "H", "H", "H", "C", "O", "C", "O", "O", "C", "H", "H", "H", "H", "H", "H", "C", "O", "C", "O", "O", "C", "H", "H", "H", "H", "H", "H", "C", "O", "C", "O", "O", "C", "H", "H", "H", "H", "H", "H", "C", "O", "C", "O", "O", "C", "H", "H", "H", "H", "H", "H"], "positions_angstrom": [[0.30646, 2.62226, -0.49645], [-0.19095, -0.95516, -0.48269], [0.95033, -1.42855, -1.20170], [-1.05989, -2.06368, -0.24771], [0.20089, -0.42124, 0.79257], [-0.77852, 0.01900, -1.35393], [1.54710, -3.05357, 2.77161], [0.18070, -2.80836, 3.25047], [0.31313, -2.79526, 4.70386], [1.51896, -3.22712, 5.00486], [1.92045, -3.40288, 6.16831], [2.24527, -3.47854, 3.91964], [2.00172, -2.17061, 2.32239], [1.46049, -3.94046, 2.14389], [-0.45559, -3.63084, 2.92373], [-0.27262, -1.87222, 2.92451], [0.60766, 5.84744, -3.77945], [1.02009, 4.54622, -4.26506], [0.55214, 3.41131, -3.78792], [-0.23199, 3.25431, -2.87462], [1.00265, 2.38224, -4.61754], [0.79079, 1.01086, -4.27326], [1.11292, 6.45279, -4.53203], [1.10065, 6.01738, -2.82228], [-0.47909, 5.90144, -3.84392], [1.43156, 0.32516, -4.82764], [-0.25228, 0.70917, -4.36860], [0.93679, 0.97364, -3.19372], [-2.97514, 4.88071, 1.75574], [-3.53883, 3.57382, 1.91086], [-2.97923, 2.52488, 1.27959], [-1.93066, 2.64569, 0.56699], [-3.75970, 1.41130, 1.38663], [-3.52730, 0.16055, 0.83384], [-3.29723, 5.62857, 2.48034], [-3.08014, 5.25881, 0.73882], [-1.92680, 4.77664, 2.03551], [-3.76969, 0.06939, -0.22494], [-4.11940, -0.57139, 1.38318], [-2.51838, -0.17910, 1.06801], [3.99274, 0.20273, -0.19891], [4.33302, 1.56957, -0.24569], [3.67969, 2.37418, -1.05918], [2.60594, 2.12554, -1.68438], [4.34474, 3.60366, -1.13080], [4.18844, 4.46628, -2.26778], [4.63986, -0.37056, -0.86274], [2.92250, 0.00612, -0.26236], [4.23462, -0.19702, 0.78587], [5.03895, 5.13792, -2.38456], [3.25479, 5.02807, -2.23934], [4.17322, 3.80461, -3.13385], [2.43820, 0.81801, 3.35525], [2.21888, 2.08773, 3.90462], [2.02977, 3.13124, 3.04342], [1.96596, 3.05168, 1.78973], [1.86171, 4.22130, 3.88845], [1.27978, 5.41872, 3.35021], [3.06198, 0.27095, 4.06216], [2.99099, 0.94470, 2.42441], [1.57407, 0.17636, 3.18302], [1.86301, 5.71437, 2.47812], [1.37569, 6.34372, 3.91878], [0.21631, 5.34058, 3.12431], [-1.33710, 1.25499, 3.88547], [-0.86774, 0.28643, 4.81395], [-0.48872, 0.62349, 6.00858], [-0.45592, 1.73247, 6.43519], [-0.23759, -0.49797, 6.69602], [0.26379, -0.48139, 7.99061], [-0.75585, 2.16974, 3.76937], [-2.40520, 1.43673, 4.00476], [-1.20960, 0.74354, 2.93139], [-0.01311, 0.36350, 8.62115], [1.33917, -0.63268, 8.08416], [-0.16746, -1.31543, 8.54425], [0.80001, -8.92717, -2.74753], [-0.05785, -7.85923, -2.87107], [0.48898, -6.62670, -2.99329], [1.67948, -6.41038, -3.26599], [-0.45493, -5.76085, -2.68746], [-0.19450, -4.40454, -2.69980], [1.20861, -9.06488, -1.74644], [1.58063, -8.95909, -3.50761], [0.16503, -9.79441, -2.92863], [0.78709, -4.09860, -2.33788], [-0.82189, -3.84536, -2.00569], [-0.26489, -3.88267, -3.65416], [-3.81241, -2.30171, -2.87668], [-3.70475, -1.72687, -4.18235], [-4.16188, -2.44618, -5.32019], [-4.67467, -3.57947, -5.21522], [-4.06588, -1.80647, -6.48019], [-4.19555, -2.49812, -7.68376], [-3.91058, -3.38562, -2.93664], [-4.68124, -1.89244, -2.36118], [-2.91701, -2.07668, -2.29726], [-5.25247, -2.55458, -7.94417], [-3.78560, -3.49578, -7.52657], [-3.76038, -1.96055, -8.52623]], "mulliken_spin": [-0.002, -0.076, 0.513, 0.214, -0.008, 0.372, -0.001, 0.001, 0.000, 0.000, 0.000, 0.000, -0.001, 0.000, 0.000, 0.000, 0.000, 0.000, 0.000, 0.000, 0.000, 0.000, 0.000, 0.000, 0.000, 0.000, 0.001, -0.002, 0.000, 0.000, -0.001, 0.002, 0.000, 0.001, 0.000, 0.000, 0.000, 0.002, 0.000, -0.005, -0.004, 0.000, -0.001, -0.004, 0.000, 0.000, 0.000, -0.001, 0.000, 0.000, 0.000, 0.000, 0.000, 0.000, 0.000, 0.000, 0.000, 0.000, 0.000, 0.000, 0.000, 0.000, 0.000, 0.000, 0.000, 0.000, 0.000, 0.000, 0.000, 0.000, 0.000, 0.000, 0.000, 0.000, 0.000, 0.000, 0.000, 0.000, 0.000, 0.000, 0.000, 0.000, 0.000, 0.000, 0.000, 0.000, 0.001, 0.000, 0.000, 0.000, 0.000, 0.000, 0.000, 0.000, 0.000, 0.000, -0.001, 0.000, 0.000, 0.000], "orbital_gap_ev": [10.03, 3.20], "charge": 1, "lumo_energy_ev": [-2.40, -9.23], "s_squared": 0.763, "spin_multiplicity": 2, "fmax_ha_per_bohr": 0.1007}

Entry 2:
{"formula": "C6H14FO3Pt", "method": "wB97M-V/def2-TZVPD", "symbols": ["F", "C", "O", "C", "C", "O", "C", "C", "O", "C", "Pt", "H", "H", "H", "H", "H", "H", "H", "H", "H", "H", "H", "H", "H", "H"], "positions_angstrom": [[2.68010, 1.55201, -0.71119], [0.16302, 0.19213, 3.01406], [0.31965, -0.06439, 1.62479], [1.63073, 0.18913, 1.11877], [1.55224, 0.39872, -0.37307], [0.04970, -1.15643, -1.03282], [-0.86720, -0.57446, -1.90692], [-2.26816, -0.51948, -1.31695], [-2.10737, -0.21168, 0.06673], [-3.28293, 0.18165, 0.74849], [-0.69832, -1.44327, 0.69516], [-0.81343, -0.20928, 3.30884], [0.96207, -0.30178, 3.58691], [0.18707, 1.27600, 3.19170], [2.28480, -0.67063, 1.33674], [2.03739, 1.09021, 1.60450], [2.10373, -0.41911, -0.85648], [0.73740, 1.10842, -0.57430], [-0.91269, -1.07799, -2.88974], [-0.56842, 0.47577, -2.09776], [-2.80534, -1.47737, -1.42775], [-2.87208, 0.26243, -1.80405], [-3.00860, 0.33342, 1.79853], [-3.65769, 1.12573, 0.32964], [-4.06239, -0.58946, 0.65148]], "mulliken_spin": [0.005, 0.003, -0.198, 0.069, 0.011, 0.010, -0.031, 0.091, -0.185, 0.038, 3.271, -0.031, 0.018, 0.013, -0.014, -0.003, -0.016, -0.009, -0.005, 0.007, -0.039, -0.003, 0.003, 0.008, -0.012], "orbital_gap_ev": [6.22, 8.39], "charge": 0, "lumo_energy_ev": [0.50, 0.06], "s_squared": 3.754, "spin_multiplicity": 4, "fmax_ha_per_bohr": 0.1578}

Entry 3:
{"formula": "CHN3O2S", "method": "wB97M-V/def2-TZVPD", "symbols": ["C", "N", "N", "N", "O", "O", "S", "H"], "positions_angstrom": [[-0.17723, -0.25032, -0.09330], [-0.84168, -1.23604, -0.24503], [-0.87356, 1.14379, -0.07150], [-2.00305, 1.33737, -0.10812], [-4.17230, -0.12656, -1.05465], [-3.64459, -0.16472, 1.34696], [-3.19936, -0.17934, -0.01098], [0.87547, -0.04461, 0.02032]], "nbo_charge": [0.012, -0.335, -0.007, -0.074, -0.845, -0.856, 1.884, 0.220], "orbital_gap_ev": [8.88, 8.88], "charge": 0, "lumo_energy_ev": [-1.88, -1.88], "spin_multiplicity": 1, "fmax_ha_per_bohr": 0.0613}

Entry 4:
{"formula": "C9H7AuF5NO5S2Te", "method": "wB97M-V/def2-TZVPD", "symbols": ["Au", "O", "S", "O", "N", "C", "S", "C", "C", "C", "C", "C", "C", "H", "H", "H", "H", "F", "Te", "F", "F", "F", "F", "O", "C", "C", "O", "O", "H", "H", "H"], "positions_angstrom": [[-3.78681, -1.14082, 2.66005], [5.20148, 1.12997, -3.56822], [4.05530, 0.49793, -4.13465], [3.93196, 0.57446, -5.55389], [3.78017, -1.02266, -3.63258], [2.69492, -1.07549, -2.86476], [2.12322, -2.44629, -2.19596], [1.98557, 0.21598, -2.64262], [0.88201, 0.46520, -1.78119], [0.39959, 1.82237, -1.68429], [1.09772, 2.79845, -2.46561], [2.19081, 2.53123, -3.26083], [2.60093, 1.20326, -3.33568], [0.31024, -0.24075, -1.27368], [-0.41575, 2.00263, -1.01691], [0.77253, 3.86655, -2.41865], [2.69546, 3.32173, -3.77669], [-1.46866, -4.66674, 2.69342], [-2.04797, -3.50056, 4.04280], [-0.38018, -3.95216, 4.74049], [-2.07616, -2.49283, 5.63873], [-2.70249, -4.91748, 5.02590], [-1.16911, -1.98494, 3.42158], [-3.72034, -3.13819, 3.25783], [-1.80628, 1.25150, 1.81113], [-3.17351, 1.78398, 2.17214], [-3.51256, 2.94338, 2.31378], [-4.07409, 0.84573, 2.44654], [-1.12611, 2.09006, 1.47191], [-1.84072, 0.39422, 1.15414], [-1.42116, 0.84030, 2.75578]], "nbo_charge": [0.613, -0.971, 2.306, -0.977, -0.823, 0.042, -0.260, -0.042, -0.172, -0.224, -0.215, -0.214, -0.313, 0.232, 0.218, 0.196, 0.215, -0.618, 3.395, -0.624, -0.633, -0.627, -0.621, -1.123, -0.744, 0.779, -0.663, -0.825, 0.217, 0.234, 0.241], "orbital_gap_ev": 6.39, "charge": -2, "lumo_energy_ev": 3.59, "spin_multiplicity": 1, "fmax_ha_per_bohr": 0.0742}

Entry 5:
{"formula": "C33H38N4O15", "method": "wB97M-V/def2-TZVPD", "symbols": ["C", "O", "O", "O", "C", "C", "C", "C", "C", "C", "O", "O", "H", "H", "H", "H", "H", "H", "C", "C", "C", "C", "C", "C", "O", "O", "H", "H", "H", "H", "H", "H", "C", "C", "C", "C", "C", "C", "O", "O", "H", "H", "H", "H", "H", "H", "C", "C", "C", "C", "C", "C", "O", "O", "H", "H", "H", "H", "H", "H", "C", "C", "C", "C", "C", "C", "O", "O", "H", "H", "H", "H", "H", "H", "C", "O", "N", "N", "H", "H", "H", "H", "C", "O", "N", "N", "H", "H", "H", "H"], "positions_angstrom": [[-18.39818, -17.59151, -6.50560], [-18.71598, -18.52751, -7.33873], [-18.57017, -17.78939, -5.23349], [-18.05022, -16.42743, -6.97584], [-15.08961, -18.54906, -4.38419], [-15.36434, -17.21661, -4.14378], [-14.76542, -16.58823, -3.06298], [-13.94444, -17.29291, -2.21164], [-13.64016, -18.63297, -2.45226], [-14.19619, -19.24529, -3.56892], [-13.81375, -20.51372, -3.92457], [-15.12787, -15.26354, -2.78764], [-15.62294, -19.03980, -5.19095], [-16.01985, -16.63046, -4.77464], [-13.46667, -16.75731, -1.39868], [-12.85250, -19.12657, -1.89870], [-14.32078, -20.80573, -4.68662], [-15.73445, -15.34964, -2.04074], [-15.71214, -13.70100, -5.74046], [-14.40429, -13.31813, -5.72939], [-13.94204, -12.48041, -6.74783], [-14.76412, -12.02319, -7.77203], [-16.09310, -12.48895, -7.80582], [-16.54412, -13.34764, -6.80477], [-17.85841, -13.72000, -6.80046], [-12.67553, -11.93608, -6.67193], [-16.17263, -14.37279, -5.02702], [-13.76666, -13.58857, -4.89349], [-14.31147, -11.36571, -8.50005], [-16.73344, -12.17284, -8.61776], [-17.88238, -14.71227, -6.71038], [-12.20246, -12.36280, -5.95099], [-22.81024, -14.73703, -2.40697], [-22.48957, -16.01393, -2.88943], [-21.78899, -16.17516, -4.06977], [-21.58137, -15.05707, -4.86725], [-21.88166, -13.76940, -4.45425], [-22.45816, -13.63663, -3.19030], [-22.96734, -12.38228, -2.85568], [-21.35948, -17.39547, -4.47186], [-23.27346, -14.64120, -1.43480], [-22.59350, -16.90742, -2.28286], [-21.15803, -15.20423, -5.85734], [-21.69090, -12.89484, -5.05671], [-23.08849, -12.38182, -1.90067], [-20.67073, -17.34947, -5.16235], [-18.61742, -14.20992, -10.28482], [-19.22781, -13.22797, -11.07758], [-19.98994, -13.57871, -12.18221], [-20.05433, -14.92756, -12.54745], [-19.64875, -15.90698, -11.66204], [-18.86102, -15.55054, -10.55846], [-18.42022, -16.51792, -9.72658], [-20.57188, -12.63872, -13.00485], [-17.97834, -13.91030, -9.46560], [-19.23087, -12.20281, -10.71709], [-20.67732, -15.14783, -13.40892], [-19.80636, -16.95568, -11.86855], [-18.57526, -16.26574, -8.78718], [-20.04394, -11.84392, -13.08826], [-18.56144, -14.70418, -3.66192], [-18.76184, -13.34934, -3.45473], [-19.20017, -12.88558, -2.21115], [-19.42700, -13.75758, -1.17074], [-19.25351, -15.12854, -1.37934], [-18.83889, -15.58998, -2.61716], [-18.70149, -16.94536, -2.68346], [-19.35476, -11.53148, -1.97986], [-18.37471, -15.14273, -4.63710], [-18.39224, -12.65790, -4.20545], [-19.56735, -13.40339, -0.15666], [-19.25337, -15.70894, -0.46636], [-18.59452, -17.12859, -3.65634], [-19.01539, -11.00704, -2.70764], [-14.73443, -17.36943, -8.40856], [-13.53297, -17.49203, -8.66749], [-15.57798, -18.44439, -8.31313], [-15.34966, -16.16966, -8.21219], [-16.55819, -18.33256, -8.06156], [-15.16588, -19.33914, -8.13564], [-14.81260, -15.33848, -8.35680], [-16.33198, -16.23580, -7.98828], [-22.07183, -17.93730, -9.06467], [-21.49208, -18.34893, -10.07124], [-21.47057, -17.73335, -7.86663], [-23.42374, -17.61684, -9.08722], [-21.97742, -17.22627, -7.16887], [-20.47921, -17.98787, -7.75734], [-23.80278, -17.18467, -8.26885], [-23.93488, -17.76671, -9.93148]], "lowdin_charge": [-0.857, -0.123, -0.118, -0.159, 0.010, 0.016, -0.317, -0.039, -0.029, -0.319, 0.028, -0.001, 0.118, 0.109, 0.108, 0.104, 0.096, 0.100, -0.017, -0.017, -0.331, -0.022, -0.015, -0.341, -0.011, 0.009, 0.092, 0.114, 0.106, 0.100, 0.052, 0.089, -0.031, -0.022, -0.344, -0.020, -0.011, -0.325, 0.002, 0.045, 0.103, 0.116, 0.122, 0.120, 0.085, 0.077, 0.002, -0.038, -0.351, -0.034, -0.003, -0.319, 0.034, 0.001, 0.088, 0.105, 0.106, 0.112, 0.071, 0.086, -0.015, -0.018, -0.338, -0.042, -0.027, -0.334, 0.021, 0.009, 0.099, 0.114, 0.106, 0.109, 0.047, 0.089, -0.679, -0.043, 0.169, 0.184, 0.066, 0.086, 0.092, 0.051, -0.660, -0.001, 0.185, 0.122, 0.071, 0.073, 0.073, 0.080], "orbital_gap_ev": 6.44, "charge": -2, "lumo_energy_ev": 4.05, "spin_multiplicity": 1, "fmax_ha_per_bohr": 0.0406}